The following is a DFT calculation (the ωB97M-V functional and the def2-TZVPD basis) of an isolated molecule of C2H7N3O in a non-equilibrium geometry.

Values from the calculation:
Net charge = 0
Frontier orbital gap (spin up / spin down) = 7.56 / 8.92 eV

Last column: Löwdin charge in e.
Atoms and positions in Å:
C (-0.397, -1.434, -0.239)  -0.052
N (-0.095, 0.936, -0.755)  -0.089
H (-0.517, -1.697, -1.288)  0.091
H (-1.084, -2.021, 0.366)  0.083
H (0.626, -1.636, 0.099)  0.074
H (-0.597, 1.816, -0.705)  0.137
C (1.262, 0.960, -0.636)  -0.046
O (-1.445, -0.045, 2.162)  -0.051
H (1.783, 0.019, -0.600)  0.038
H (0.231, 0.844, 1.422)  0.151
N (-0.742, 0.466, 1.243)  -0.173
N (-0.797, -0.040, -0.049)  -0.212
H (1.772, 1.832, -1.020)  0.050

The following is a DFT calculation (the ωB97M-V functional and the def2-TZVPD basis) of an isolated molecule of C2H7N3O2 in a non-equilibrium geometry.

Values from the calculation:
Structure (SMILES) = NCN(N)C(=O)O
Net charge = 0
Frontier orbital gap = 9.93 eV

Last column: Löwdin charge in e.
Atoms and positions in Å:
H (0.098, -1.903, -0.486)  0.111
H (1.502, 0.095, -0.172)  0.091
C (0.668, 0.572, 0.254)  -0.307
O (-2.038, 1.627, -0.023)  0.073
H (0.785, 2.069, -1.171)  0.120
N (-0.655, -1.543, 0.099)  0.019
H (0.826, 0.413, 1.371)  0.137
N (0.665, 1.910, -0.122)  0.002
C (-1.886, 0.425, -0.044)  -0.494
O (-2.871, -0.493, -0.049)  0.100
H (-0.626, -1.764, 1.086)  0.101
H (-0.284, 2.251, 0.196)  0.074
H (-2.475, -1.372, 0.159)  0.095
N (-0.540, -0.179, -0.204)  -0.122

The following is a DFT calculation (the ωB97M-V functional and the def2-TZVPD basis) of an isolated molecule of C2H7N3OS in a non-equilibrium geometry.

Values from the calculation:
Structure (SMILES) = CN(S)C(=O)NN
Net charge = 0
Frontier orbital gap = 9.79 eV

Last column: Löwdin charge in e.
Atoms and positions in Å:
N (0.921, 0.236, 0.231)  -0.475
H (2.105, -1.346, -0.472)  0.065
H (2.456, 1.856, -0.065)  -0.136
H (-2.242, -1.319, -0.082)  0.066
S (2.323, 0.966, 0.896)  0.832
N (-1.327, 0.413, -0.423)  -0.032
C (1.040, -1.142, -0.259)  -0.142
H (0.766, -1.825, 0.549)  0.071
H (-2.096, 1.091, -0.709)  0.164
H (0.470, -1.374, -1.172)  0.086
C (-0.156, 1.061, -0.066)  -0.600
O (-0.126, 2.306, -0.027)  -0.006
H (-2.368, -0.286, 1.147)  0.068
N (-1.766, -0.636, 0.450)  0.038

The following is a DFT calculation (the ωB97M-V functional and the def2-TZVPD basis) of an isolated molecule of C2H7N3S in a non-equilibrium geometry.

Values from the calculation:
Structure (SMILES) = [H]/N=C(\NN)SC
Net charge = 0
Frontier orbital gap = 9.66 eV

Last column: Löwdin charge in e.
Atoms and positions in Å:
H (2.844, 0.056, -0.837)  0.039
H (-2.384, 1.015, -0.142)  0.135
C (2.314, -0.277, 0.069)  -0.413
H (-0.515, 2.333, -0.127)  0.055
H (-2.150, -1.672, -0.665)  0.075
N (0.202, 1.612, -0.007)  0.052
S (0.668, -0.993, -0.186)  0.873
H (2.933, -1.063, 0.442)  0.008
H (-1.908, -1.457, 0.966)  0.078
N (-2.235, -0.988, 0.103)  -0.047
N (-1.682, 0.278, -0.178)  -0.118
H (2.233, 0.670, 0.693)  0.053
C (-0.321, 0.484, -0.130)  -0.789

| no. | electronic energy (a.u.) |
| --- | --- |
| 1 | -319.698277 |
| 2 | -395.122651 |
| 3 | -718.058508 |
| 4 | -642.811369 |